# 1
A structure of composition C6H12NO, computed with ωB97M-V with the def2-TZVPD basis set.

The calculation puts the LUMO energy at -3.734 eV. The multiplicity is 1. The calculation puts the frontier orbital gap at 10.3 eV. The HOMO energy comes out at -0.5160 Eh. As for the net charge: +1.

Each line ends with the Mulliken charge.
Positions of all 20 atoms, in Å:
C 1.4527 1.0492 0.1926  -0.312
C 0.1744 0.8540 0.1235  0.241
C 1.6349 -1.1966 0.1445  -0.106
C -0.7698 1.9848 0.0357  -1.251
C -0.9429 -0.9510 1.2548  -1.010
C -0.7268 -0.8339 -1.3268  -0.898
N -0.2234 -0.5199 0.0190  0.226
O 2.2773 -0.0763 -0.1666  -0.281
H 2.0561 1.9488 0.0723  0.455
H 1.6795 -1.5830 1.2018  0.288
H 1.7715 -2.0456 -0.6735  0.319
H -1.0228 2.5182 0.9075  0.332
H -1.4824 1.7699 -0.7523  0.336
H -0.1136 2.6907 -0.5412  0.409
H -0.4278 -0.5277 2.1214  0.392
H -1.9525 -0.4917 1.1188  0.385
H -1.1561 -1.9440 1.4361  0.404
H -0.4022 -1.8380 -1.5553  0.339
H -1.7430 -0.5597 -1.4591  0.397
H -0.0830 -0.2481 -2.1532  0.335

***

# 2
An isolated molecule of CH8Si3, computed with ωB97M-V with the def2-TZVPD basis set.

The calculation puts the LUMO energy (spin up / spin down) at -0.968 / -0.967 eV. The multiplicity is 1. The calculation puts the frontier orbital gap (spin up / spin down) at 6.2 / 6.2 eV. The HOMO energy (spin up / spin down) comes out at -0.2626 / -0.2626 Eh. Its SMILES is C/[SiH]=[SiH]/[SiH3].

Each line ends with the Mulliken charge.
Positions of all 12 atoms, in Å:
C -2.4428 0.3820 0.3384  -0.996
Si 0.9879 -1.2926 -0.0062  -0.013
Si 2.5863 0.3347 0.0117  0.311
Si -0.8967 -0.2081 -0.5654  0.281
H -3.0050 1.1485 -0.3249  0.283
H -3.3261 -0.3535 0.2803  0.298
H -2.2093 0.5066 1.3563  0.336
H 2.9258 -0.0030 -1.3787  -0.099
H 0.8288 -2.1163 1.1969  -0.113
H 3.6878 -0.1329 0.8442  -0.109
H 2.1121 1.7658 0.2065  -0.097
H -1.2487 -0.0310 -1.9593  -0.082